25
Properties=species:S:1:pos:R:3:nbo_charge:R:1 method="wB97M-V/def2-TZVPD" homo_energy_ev="-10.01 / -13.73" lumo_ev="-3.6 / -4.4" total_charge=+1 spin_multiplicity=5
H 0.274 1.030 3.400 0.20
H -3.376 1.980 0.129 0.21
O -1.782 0.639 0.076 -0.65
H 1.811 -1.818 0.098 0.17
C -2.785 1.340 0.801 -0.26
H 2.050 1.280 3.507 0.20
Er 0.482 1.630 0.055 1.68
H -3.442 0.621 1.309 0.22
H -0.684 -1.013 -2.118 0.20
H -0.886 -1.658 -0.354 0.19
H -3.273 -0.553 -0.721 0.23
C -1.339 -1.293 -1.284 0.01
H 3.358 0.442 1.467 0.19
O 1.333 0.246 1.855 -0.65
H -2.273 1.963 1.544 0.19
H 1.347 -0.339 3.835 0.21
C 2.569 -0.332 1.435 -0.11
H 3.344 -1.081 -0.412 0.20
F -2.087 -2.438 -1.782 -0.36
H -2.393 0.461 -1.901 0.20
C -2.284 -0.158 -0.996 -0.12
O 1.616 0.041 -0.753 -1.00
C 1.254 0.573 3.228 -0.26
H 2.851 -1.145 2.123 0.21
C 2.349 -0.849 0.016 -0.08

9
Properties=species:S:1:pos:R:3:nbo_charge:R:1 method="wB97M-V/def2-TZVPD" smiles=Oc1nocc1Cl e_above_lowest_kcal_mol=76.0 homo_energy_ev=-9.72 lumo_ev=0.5 spin_multiplicity=1
Cl 2.490 -0.434 0.044 0.07
C -0.316 -0.297 -0.641 0.43
C 0.291 0.768 1.125 0.13
C 0.864 0.071 0.132 -0.26
H 0.787 0.911 2.235 0.23
N -1.362 0.603 -0.289 -0.19
O -1.016 1.037 0.943 -0.26
H -1.398 -1.452 -1.845 0.51
O -0.340 -1.207 -1.704 -0.65

12
Properties=species:S:1:pos:R:3:nbo_charge:R:1 method="wB97M-V/def2-TZVPD" smiles=C#C[C@@H](C#N)CO e_above_lowest_kcal_mol=57.5 homo_energy_ev=-10.78 lumo_ev=0.7 spin_multiplicity=1
H 0.600 1.421 1.387 0.48
C -0.003 -1.531 1.844 -0.20
C 0.189 -0.336 -0.519 -0.43
O 0.882 1.764 0.527 -0.70
H 1.228 -0.621 -0.723 0.28
H -1.018 1.445 -0.262 0.18
C 0.041 1.211 -0.443 -0.03
H 0.319 1.657 -1.403 0.20
C -0.047 -0.981 0.776 -0.01
H -0.048 -2.012 2.793 0.25
C -0.700 -0.847 -1.576 0.29
N -1.443 -1.170 -2.401 -0.29

13
Properties=species:S:1:pos:R:3:nbo_charge:R:1 method="wB97M-V/def2-TZVPD" e_above_lowest_kcal_mol=5.3 homo_energy_ev=-14.58 lumo_ev=-3.3 total_charge=+1 spin_multiplicity=1
N -0.582 0.107 -0.172 -0.72
H -0.202 0.431 3.239 0.51
H 0.411 -1.483 -2.622 0.41
H -0.848 0.822 -0.847 0.44
H -0.585 0.580 0.771 0.47
H -1.265 1.392 2.737 0.50
H 0.772 -1.637 -0.311 0.23
N 0.517 -0.624 -2.104 -0.86
H 1.609 -0.101 -0.391 0.23
O -0.435 0.973 2.475 -0.96
H -1.350 -0.564 -0.099 0.43
H 1.126 0.036 -2.570 0.40
C 0.694 -0.617 -0.692 -0.06

15
Properties=species:S:1:pos:R:3:nbo_charge:R:1 method="wB97M-V/def2-TZVPD" e_above_lowest_kcal_mol=86.7 homo_energy_ev=-8.68 lumo_ev=0.7 spin_multiplicity=1
C -1.771 -0.863 -0.060 0.16
H 1.900 -0.903 1.372 0.22
C 1.857 -0.841 0.280 -0.62
O 1.097 1.951 -0.233 -0.66
O -0.476 -1.147 0.239 -0.51
H 1.933 -1.852 -0.127 0.23
H -3.404 0.378 -0.446 0.21
H -1.824 1.262 -0.027 0.21
C 0.442 1.113 0.549 0.26
C -2.348 0.328 -0.203 -0.53
H -2.337 -1.785 -0.175 0.18
C 0.528 -0.224 -0.153 -0.07
H 0.492 -0.100 -1.248 0.19
H 2.697 -0.240 -0.079 0.22
H 1.120 2.815 0.205 0.50

46
Properties=species:S:1:pos:R:3:nbo_charge:R:1 method="wB97M-V/def2-TZVPD" e_above_lowest_kcal_mol=394.0 homo_energy_ev=-7.43 lumo_ev=0.6 spin_multiplicity=1
C 6.504 0.228 -0.527 -0.62
C -1.912 -1.509 0.871 0.43
H 0.282 3.030 1.826 0.24
C -1.165 2.292 0.615 0.65
H 2.098 1.345 2.026 0.20
C 1.618 0.811 1.229 -0.33
O -1.686 1.483 1.369 -0.61
C 1.322 2.153 0.058 -0.41
C -1.018 -2.423 1.127 -0.49
H 2.389 -0.428 -0.390 0.18
C 5.245 -0.308 -0.393 -0.41
H 5.139 -1.363 0.372 0.17
C 1.076 -3.466 0.306 -0.69
H -4.687 -0.874 -0.342 0.22
H -3.227 -0.245 1.846 0.50
H 1.119 1.786 -0.995 0.23
H 0.088 4.072 0.282 0.19
H -4.964 0.515 -1.336 0.22
H 2.713 -0.755 1.147 0.19
H 2.144 2.832 0.005 0.21
C 2.655 -0.097 0.457 -0.39
H 4.319 1.096 1.361 0.08
C 0.192 2.867 0.750 -0.49
O -0.647 0.019 -2.048 -0.51
O -2.828 -0.975 1.740 -0.73
H -1.047 -3.151 1.935 0.24
N -2.804 1.652 -0.970 -0.26
H 1.129 -4.051 1.206 0.25
H 7.014 0.570 0.300 0.22
H 3.901 1.400 -0.501 0.20
C -0.810 -0.758 -1.319 0.77
H 2.055 -2.952 -0.139 0.23
C -1.964 -0.649 -0.217 -0.36
C -2.968 0.305 -0.906 0.30
H -4.164 -0.890 -1.953 0.23
O 0.107 -1.710 -0.810 -0.46
H 7.046 -0.451 -1.068 0.22
H 0.882 -4.271 -0.363 0.24
N -1.640 2.013 -0.745 -0.44
C -4.251 -0.337 -1.007 -0.66
H 4.758 -0.845 -1.327 0.21
H 0.796 0.401 1.559 0.20
H 6.530 1.026 -1.340 0.20
C 4.109 0.441 0.026 -0.28
C 0.120 -2.434 0.086 0.54
H -1.382 2.774 -1.308 0.36

11
Properties=species:S:1:pos:R:3:nbo_charge:R:1 method="wB97M-V/def2-TZVPD" e_above_lowest_kcal_mol=84.6 homo_energy_ev="-3.24 / -3.62" lumo_ev="3.5 / 2.5" total_charge=-1 spin_multiplicity=2
C 1.639 -0.508 0.927 0.96
O 1.285 0.782 0.654 -0.54
C 0.063 0.825 -0.103 -0.20
Hg -2.413 -1.036 -1.415 0.43
H -1.069 -0.432 1.125 0.13
H -1.910 0.903 -2.379 -0.57
H 0.290 0.280 -1.192 0.20
C -0.635 -0.435 0.107 -0.41
O 0.752 -1.366 0.525 -0.56
H -0.560 1.712 0.048 0.23
O 2.556 -0.727 1.702 -0.67

16
Properties=species:S:1:pos:R:3:nbo_charge:R:1 method="wB97M-V/def2-TZVPD" e_above_lowest_kcal_mol=111.5 homo_energy_ev="-8.34 / -8.34" lumo_ev="0.0 / 0.0" spin_multiplicity=1
H -1.016 -1.630 1.611 0.21
H -0.056 -1.454 3.036 0.22
H 0.865 0.819 1.888 0.21
O 0.178 -1.940 -0.935 -0.49
H -1.390 -0.226 2.625 0.20
C 0.533 0.608 -2.820 0.53
C -0.346 0.312 0.102 -0.59
H 1.223 -0.649 1.324 0.20
F 0.561 -0.006 -4.018 -0.35
C -0.082 -0.724 -0.885 0.69
H 0.027 1.278 -0.224 0.29
H -1.405 0.234 0.303 0.26
C -0.578 -0.929 2.247 -0.60
N 0.464 1.809 -2.556 -0.80
H 0.606 2.599 -3.171 0.37
C 0.418 -0.102 1.473 -0.35

28
Properties=species:S:1:pos:R:3:nbo_charge:R:1 method="wB97M-V/def2-TZVPD" e_above_lowest_kcal_mol=45.8 homo_energy_ev=-8.93 lumo_ev=-0.5 spin_multiplicity=1
H 1.865 -1.202 1.146 0.21
O -2.440 0.683 1.268 -0.89
C 1.691 1.925 -0.405 -0.61
H 2.794 1.954 -0.597 0.22
C 1.666 1.495 2.098 -0.64
H 2.839 1.732 2.146 0.22
N -0.059 0.599 0.667 -0.73
H 1.434 2.879 -0.021 0.21
C 1.341 0.923 0.759 0.08
H -1.847 -2.161 -2.804 0.17
O -2.864 3.566 0.604 -0.54
H 1.060 1.861 -1.339 0.23
O -4.022 2.187 -0.806 -0.49
H -0.873 -1.911 -0.011 0.21
H -0.001 -4.086 -0.491 0.21
H -1.645 -4.159 -1.014 0.22
H 1.173 2.496 2.366 0.21
C -0.678 -3.719 -1.256 -0.66
H 3.225 -0.248 0.354 0.21
H 1.703 -0.671 -0.534 0.23
H -0.458 -4.153 -2.202 0.22
S -1.148 1.237 1.551 1.44
H 1.400 0.859 2.882 0.21
C -1.670 -1.589 -1.931 -0.41
H -2.242 -0.615 -1.833 0.21
C 2.139 -0.464 0.518 -0.59
C -0.966 -2.283 -0.991 -0.17
C -3.418 2.864 -0.122 1.03

12
Properties=species:S:1:pos:R:3:nbo_charge:R:1 method="wB97M-V/def2-TZVPD" e_above_lowest_kcal_mol=116.5 homo_energy_ev="-8.11 / -8.44" lumo_ev="-1.2 / -1.2" spin_multiplicity=1
H -0.760 -1.716 0.796 0.20
F 1.272 -0.007 -1.144 -0.31
H 0.288 1.813 1.052 0.23
C 0.160 -1.372 0.410 -0.43
H 0.829 -2.204 -0.158 0.23
C 0.271 -0.096 -0.290 0.33
C 0.678 -0.347 1.205 -0.25
C -0.240 0.818 0.766 -0.42
H -1.291 0.889 1.072 0.22
H 1.664 -0.249 1.417 0.21
P -1.281 0.631 -2.765 0.13
H -1.589 1.840 -2.361 -0.14

116
Properties=species:S:1:pos:R:3:lowdin_charge:R:1 method="wB97M-V/def2-TZVPD" e_above_lowest_kcal_mol=0.0 homo_energy_ev="-11.52 / -11.52" lumo_ev="-5.9 / -5.9" total_charge=+2 spin_multiplicity=2
C -2.851 2.593 -1.667 -0.20
C 3.635 -0.422 1.932 -0.07
H -1.118 1.562 -1.419 0.08
C 1.462 2.270 -6.658 -0.10
F 1.245 -2.777 2.861 0.19
C -1.614 -1.906 5.001 -0.67
C -3.268 0.078 -2.297 -0.20
H 5.753 1.299 -1.502 0.10
C -1.523 2.743 2.959 -0.18
C -2.329 0.802 8.989 -0.07
C 1.676 2.146 -5.293 -0.12
H -1.646 2.846 9.097 0.12
C 3.550 -1.905 -0.396 -0.10
C 1.321 -3.904 -3.573 -0.09
N -3.673 -0.331 -0.903 -0.21
C -3.005 3.046 2.679 -0.14
F -0.360 -2.050 1.304 -0.22
C 4.479 0.349 -2.977 -0.43
C 6.385 -1.689 -3.036 -0.07
N -1.777 2.066 -0.811 -0.10
H 4.630 1.968 -7.794 0.10
H -0.255 0.566 5.704 0.07
C 0.456 -2.146 -4.987 -0.06
C 4.049 1.808 -5.721 -0.09
C 3.814 1.993 -7.090 -0.06
H -0.110 1.402 2.450 0.09
H -1.195 -3.885 5.324 0.14
S -1.668 -0.581 3.920 0.73
C -3.932 1.844 2.906 -0.20
H 0.586 -4.236 -5.603 0.11
C -2.836 -4.257 0.245 -0.80
C 1.788 1.155 -2.137 -0.48
H 4.902 -2.704 -4.303 0.11
C -0.853 1.797 7.350 -0.07
H -3.837 -0.476 -3.068 0.14
H -5.981 1.252 1.143 0.14
H -3.679 -1.387 -0.975 0.02
H 0.437 2.445 -7.014 0.11
H -1.241 -3.420 3.700 0.04
H -1.767 3.885 0.233 0.12
C 2.978 1.898 -4.797 -0.39
F -0.475 -4.153 2.306 0.11
H 1.803 1.819 -1.247 -0.01
H -3.141 3.514 1.692 0.10
H 4.909 -3.229 0.512 0.12
H -5.575 -0.727 -0.061 0.11
C -3.413 1.568 -2.660 -0.15
C 2.684 -0.131 0.958 -0.11
C 4.334 -2.314 0.656 -0.06
P 3.349 1.763 -3.016 1.05
H -4.481 1.781 -2.903 0.13
C -4.989 0.159 -0.424 -0.17
C 1.470 -3.010 -2.509 -0.18
H -3.640 2.994 -1.018 0.10
H -0.971 3.714 3.006 0.14
I -1.731 -3.310 -1.395 1.09
H 0.854 2.215 -4.608 0.06
H 3.675 -2.351 -1.374 0.09
C 1.170 -1.642 -2.690 -0.43
H 1.807 -3.354 -1.533 0.09
H -3.587 -4.901 -0.197 -0.04
H -1.427 2.199 3.936 0.10
H -5.563 0.597 -1.262 0.13
Ce -1.839 -0.240 0.848 0.77
H -0.300 2.656 6.997 0.10
N -1.541 -3.217 4.636 0.15
H -1.770 -2.520 6.944 0.17
C -1.034 3.182 -0.180 -0.18
C -0.091 2.697 0.893 -0.19
N -4.014 0.859 1.795 -0.18
H 5.025 -1.858 2.698 0.12
H -4.991 2.205 3.114 0.15
H -4.352 -0.022 2.246 0.07
H -2.841 1.726 -3.596 0.13
H 2.045 0.751 1.086 0.08
H -2.480 3.471 -2.285 0.15
C -0.854 0.629 6.611 -0.08
C 4.266 -0.755 -3.807 -0.11
C 0.756 -3.532 -4.797 -0.05
H 0.137 -1.785 -5.965 0.11
H -2.836 -1.244 8.681 0.11
H 1.606 -4.936 -3.358 0.12
C -1.603 1.896 8.539 -0.07
H -2.198 -0.198 -2.425 0.09
C 2.625 -0.857 -0.243 -0.37
C 4.424 -1.580 1.835 -0.04
C 2.514 2.216 -7.592 -0.06
H -3.579 1.295 3.781 0.08
H 7.484 -0.432 -1.640 0.11
C 0.593 -1.223 -3.951 -0.11
H -2.965 0.865 9.882 0.12
C -4.954 1.203 0.717 -0.18
H -2.073 -4.709 0.899 -0.03
H 2.296 2.397 -8.645 0.11
H -3.324 3.779 3.434 0.13
B 0.476 -3.243 1.834 -1.26
H 3.635 0.210 2.824 0.11
C -2.277 -0.410 8.290 -0.01
H 5.049 1.554 -5.380 0.11
C -1.585 -0.477 7.078 -0.26
H 0.920 1.517 -2.717 0.00
H 3.370 -0.834 -4.419 0.10
C 6.590 -0.564 -2.244 -0.07
P 1.238 -0.493 -1.325 1.03
N -1.634 -1.684 6.359 0.06
H 7.127 -2.487 -3.063 0.11
I -4.144 -2.998 1.682 0.88
H 0.689 2.071 0.440 0.07
N -0.806 1.929 1.938 -0.16
H -4.732 2.217 0.374 0.10
H 0.233 -0.219 -4.078 0.08
H 0.466 3.520 1.362 0.14
C 5.186 -1.804 -3.752 -0.08
H -0.459 3.801 -0.921 0.15
C 5.628 0.463 -2.185 -0.09
F 1.206 -3.724 0.808 0.20

12
Properties=species:S:1:pos:R:3:nbo_charge:R:1 method="wB97M-V/def2-TZVPD" smiles="O=CCO.C=O" e_above_lowest_kcal_mol=58.0 homo_energy_ev=-9.94 lumo_ev=0.4 spin_multiplicity=1
C 0.884 -0.607 -0.635 -0.17
C -0.593 1.398 1.760 0.27
H -1.005 0.573 -0.617 0.10
O 0.231 0.576 2.079 -0.50
C -0.605 -0.443 -0.397 0.42
H -1.678 1.173 1.752 0.12
H 1.426 0.314 -0.407 0.19
H 1.276 -1.421 -0.014 0.19
H 0.548 -1.658 -2.218 0.47
H -0.304 2.415 1.428 0.12
O -1.344 -1.353 -0.113 -0.51
O 1.032 -0.844 -2.024 -0.69

90
Properties=species:S:1:pos:R:3:lowdin_charge:R:1 method="wB97M-V/def2-TZVPD" e_above_lowest_kcal_mol=12.4 homo_energy_ev="-12.82 / -13.82" lumo_ev="-6.3 / -8.6" total_charge=+2 spin_multiplicity=5
C -1.064 -0.607 5.247 -0.02
O 0.876 -0.761 0.871 -0.23
H 2.862 2.185 -0.279 0.07
C 1.508 2.058 -4.534 -0.07
H 1.945 3.631 -5.916 0.12
H 0.890 1.224 6.116 0.10
C 0.950 3.988 1.956 -0.02
H -1.451 2.099 5.473 0.10
H -0.226 -1.506 -4.296 0.02
H 3.447 -0.553 0.611 0.08
H 3.709 4.233 1.881 0.10
H -1.162 -0.357 6.303 0.10
C 3.335 3.252 2.174 -0.01
H 1.223 4.985 1.609 0.10
H -2.348 3.318 -1.441 0.05
C -0.354 0.517 4.511 -0.61
H -4.024 0.143 -3.387 0.06
H 2.512 3.918 -0.355 0.10
C -2.074 -2.974 -1.876 -0.33
H -3.678 2.184 -1.168 0.05
Si 0.466 0.555 1.774 -0.07
H 0.349 -2.983 2.328 0.07
H 1.360 -1.926 3.322 0.08
P -2.011 1.256 -2.635 0.73
H 2.483 -3.595 0.144 0.10
C -3.100 0.476 -3.861 -0.21
H 2.499 1.633 -4.620 0.11
H 3.233 3.231 3.259 0.09
C 1.011 0.797 5.121 -0.01
H -3.215 -5.047 2.092 0.12
H 3.240 -0.179 -3.478 0.06
C 2.144 2.955 -0.001 -0.02
H -2.007 3.629 -4.303 0.11
C 0.560 1.474 -3.695 -0.38
H -3.336 1.201 -4.640 0.07
H -2.149 1.568 3.937 0.09
C -2.384 -3.080 2.257 0.02
H 1.589 -0.124 5.214 0.09
H 3.052 1.040 -2.199 0.04
O 1.602 1.659 1.970 -0.13
H 1.376 -1.030 -4.908 0.06
C -1.867 -1.986 1.562 -0.09
H 3.945 -2.034 1.448 0.10
H 3.085 -0.683 -1.796 0.03
H -2.065 -0.759 4.836 0.09
H 1.188 2.747 -0.492 0.06
C 0.813 -1.338 -4.026 -0.23
C -0.713 2.044 -3.617 -0.37
C -2.730 -4.196 0.168 -0.14
C -2.516 -4.067 -2.660 -0.55
Os -1.176 -0.347 -1.069 0.97
Cl -2.397 -3.962 -4.353 0.84
C 2.755 0.049 -2.529 -0.23
H -0.307 4.644 -5.751 0.12
C 1.807 -1.842 1.199 -0.60
C -1.022 3.182 -4.361 -0.07
C -2.815 -4.189 1.570 0.04
H 2.005 -2.262 -0.918 0.05
H -3.368 -6.030 -2.667 0.13
S -1.197 1.259 0.524 0.41
H 1.226 -2.271 -3.641 0.06
H -2.434 -3.037 3.336 0.13
C 1.765 -2.787 0.008 -0.01
H -1.519 -1.111 2.094 0.08
O -1.554 -1.920 -2.377 -0.23
P 0.944 -0.038 -2.746 0.87
H 1.569 1.503 4.507 0.08
C -1.214 1.770 4.462 -0.01
C -2.205 -3.060 -0.452 -0.15
N -1.772 -1.972 0.236 -0.03
C -3.003 2.592 -1.920 -0.26
O -0.173 0.035 3.147 -0.18
H -0.498 -1.535 5.162 0.09
H 0.770 -3.227 -0.091 0.08
H -2.602 -0.384 -4.309 0.04
C -0.067 3.756 -5.181 -0.04
C 1.996 2.980 1.510 -0.62
H 4.066 2.498 1.879 0.09
C 1.197 3.190 -5.271 -0.03
C 3.193 -1.246 1.412 -0.01
H 0.886 4.013 3.044 0.09
C -3.142 -5.281 -0.678 -0.56
H -3.592 3.078 -2.697 0.06
H 2.038 -3.409 2.643 0.11
H -0.032 3.740 1.549 0.06
H 3.233 -0.695 2.354 0.09
C -3.038 -5.202 -2.054 -0.08
C 1.356 -2.580 2.452 -0.01
H -0.691 2.581 3.951 0.07
Cl -3.766 -6.697 0.024 0.85

12
Properties=species:S:1:pos:R:3:nbo_charge:R:1 method="wB97M-V/def2-TZVPD" smiles="O[C@]1(F)CC(F)=CO1" e_above_lowest_kcal_mol=25.8 homo_energy_ev=-9.18 lumo_ev=0.8 spin_multiplicity=1
C -0.316 1.495 0.888 0.03
O 0.815 1.146 0.214 -0.50
F -2.500 0.473 1.283 -0.32
H -0.444 -1.668 0.799 0.24
F 1.820 -0.754 0.692 -0.34
C 0.842 -0.214 -0.076 0.83
H 1.681 0.411 -1.528 0.48
H -1.257 -1.180 -0.476 0.25
H -0.564 2.415 1.288 0.22
O 1.213 -0.380 -1.390 -0.68
C -0.570 -0.775 0.250 -0.55
C -1.194 0.473 0.875 0.35

16
Properties=species:S:1:pos:R:3:nbo_charge:R:1 method="wB97M-V/def2-TZVPD" e_above_lowest_kcal_mol=108.5 homo_energy_ev="-6.46 / -10.18" lumo_ev="0.3 / -2.6" spin_multiplicity=3
O 0.716 2.351 0.269 -0.39
O 1.908 0.879 -0.607 -0.43
C -0.275 -0.283 -1.475 -0.34
H 2.521 -1.333 -0.489 0.15
H 0.776 -0.337 -1.919 0.23
H -3.056 0.472 1.469 0.19
C -1.228 0.682 0.665 -0.21
N 0.867 1.280 -0.195 0.50
H -2.780 -0.803 0.170 0.20
H -0.797 1.351 1.408 0.25
C -2.409 0.037 0.782 -0.27
O 0.799 -1.611 0.328 -0.54
C 1.997 -1.365 0.467 0.26
C -0.303 0.486 -0.380 0.05
H 2.437 -1.061 1.448 0.14
H -1.173 -0.744 -1.939 0.21